# 1
{
  "formula": "C43H36BaN7O3S",
  "method": "wB97M-V/def2-TZVPD",
  "total_charge": -1,
  "spin_multiplicity": 1,
  "homo_ha": -0.1581,
  "e_above_lowest_kj_mol": 99.00,
  "orbital_gap_ha": 0.23081,
  "elements": ["Ba", "S", "O", "O", "O", "N", "N", "N", "N", "N", "N", "N", "C", "C", "C", "C", "C", "C", "C", "C", "C", "C", "C", "C", "C", "C", "C", "C", "C", "C", "C", "C", "C", "C", "C", "C", "C", "C", "C", "C", "C", "C", "C", "C", "C", "C", "C", "C", "C", "C", "C", "C", "C", "C", "C", "H", "H", "H", "H", "H", "H", "H", "H", "H", "H", "H", "H", "H", "H", "H", "H", "H", "H", "H", "H", "H", "H", "H", "H", "H", "H", "H", "H", "H", "H", "H", "H", "H", "H", "H", "H"],
  "xyz": [[-0.197, 0.347, 0.312], [-3.223, 0.017, -0.781], [-0.045, 2.330, -0.780], [-4.420, -1.042, 2.403], [0.482, 4.051, 2.246], [1.230, 1.936, 2.100], [-3.224, 2.454, -2.061], [-3.481, 0.619, -3.350], [0.763, -1.755, 1.949], [-2.294, -1.675, 1.938], [-1.511, 1.032, 2.473], [-3.187, 3.063, -0.792], [2.604, -3.046, 0.859], [-2.833, -3.716, 0.547], [4.320, -3.954, 2.376], [2.533, -3.286, -2.935], [-0.189, 5.446, -3.478], [2.185, -2.823, -0.581], [-1.185, 2.332, 2.552], [1.261, -1.813, -0.886], [-2.412, -5.353, -1.677], [4.486, 1.559, -1.827], [-3.800, 1.605, 2.786], [-1.176, 4.201, -1.656], [3.108, 0.964, 0.058], [3.690, -3.380, 3.467], [1.817, 4.173, 1.672], [2.408, 2.752, 1.776], [3.764, 0.613, -1.114], [1.037, -1.552, -2.251], [-3.106, -2.902, 1.794], [-3.559, -4.896, 0.382], [2.799, -3.565, -1.603], [-2.792, 0.683, 2.529], [-0.077, 3.305, -1.654], [-1.902, -3.367, -0.418], [-2.128, 3.313, 2.795], [-3.360, -5.706, -0.724], [3.132, 2.281, 0.521], [-1.681, -4.189, -1.516], [-2.261, 3.924, -0.677], [0.874, 4.555, -3.497], [-3.455, 2.933, 2.927], [3.772, -3.775, 1.117], [-4.559, -2.397, 1.898], [-3.315, 1.165, -2.070], [0.260, 2.727, 2.303], [2.521, -2.674, 3.265], [4.543, 2.863, -1.361], [-1.211, 5.255, -2.552], [1.954, -2.507, 1.998], [0.937, 3.495, -2.604], [-3.113, -0.764, 2.269], [3.868, 3.216, -0.202], [1.657, -2.261, -3.273], [3.682, -0.408, -1.466], [4.303, -4.200, 0.278], [3.021, -3.871, -3.707], [5.234, -4.523, 2.491], [0.336, -0.767, -2.551], [4.988, 1.278, -2.744], [4.093, -3.481, 4.467], [-3.189, 1.271, -4.065], [-0.233, 6.269, -4.180], [-5.165, -2.946, 2.615], [2.347, 4.926, 2.252], [3.908, 4.248, 0.128], [-5.058, -2.344, 0.930], [1.455, -2.034, -4.315], [-2.241, 4.472, 0.267], [3.494, -4.372, -1.403], [1.776, 2.808, -2.618], [-4.222, 3.676, 3.097], [-2.239, -5.985, -2.539], [-4.286, -5.195, 1.131], [-4.829, 1.281, 2.819], [0.054, -2.166, 1.354], [-3.933, -6.618, -0.841], [0.351, -1.582, 2.858], [-1.831, 4.350, 2.846], [-3.085, -0.303, -3.442], [-0.924, -3.899, -2.235], [-2.069, 5.919, -2.538], [1.689, 4.498, 0.639], [5.096, 3.616, -1.909], [-2.870, -3.550, 2.646], [3.098, 2.677, 2.624], [-1.312, -2.468, -0.336], [2.570, 0.163, 0.558], [1.675, 4.680, -4.219], [2.005, -2.235, 4.113]]
}

=====

# 2
{
  "formula": "C35H53NO2P3Pt",
  "method": "wB97M-V/def2-TZVPD",
  "total_charge": 1,
  "spin_multiplicity": 3,
  "homo_ha": [-0.3315, -0.4125],
  "orbital_gap_ha": [0.26888, 0.26979],
  "elements": ["Pt", "P", "P", "P", "O", "O", "N", "C", "C", "C", "C", "C", "C", "C", "C", "C", "C", "C", "C", "C", "C", "C", "C", "C", "C", "C", "C", "C", "C", "C", "C", "C", "C", "C", "C", "C", "C", "C", "C", "C", "C", "C", "H", "H", "H", "H", "H", "H", "H", "H", "H", "H", "H", "H", "H", "H", "H", "H", "H", "H", "H", "H", "H", "H", "H", "H", "H", "H", "H", "H", "H", "H", "H", "H", "H", "H", "H", "H", "H", "H", "H", "H", "H", "H", "H", "H", "H", "H", "H", "H", "H", "H", "H", "H", "H"],
  "xyz": [[1.290, 0.596, -1.720], [-0.473, -0.809, 2.342], [0.759, 2.749, -1.041], [0.710, -1.326, -2.866], [-0.398, -0.425, 0.878], [3.392, -0.648, 0.013], [1.482, 1.409, -3.564], [0.275, 4.062, 1.463], [1.591, 0.589, -4.739], [0.118, 2.284, 4.989], [1.411, -4.032, -3.196], [-3.755, -2.562, 4.067], [-1.810, 1.450, 3.151], [2.154, -3.847, 3.129], [-4.113, -3.523, 3.115], [-1.898, -1.862, 2.672], [-1.360, -2.520, -4.417], [-0.652, 0.674, 3.349], [1.682, 3.612, -2.390], [0.967, -3.121, 3.011], [-2.012, 2.615, 3.894], [-1.773, -2.283, -1.945], [2.549, -0.161, -0.626], [-1.967, 2.672, -0.377], [-2.652, -1.732, 3.850], [-1.045, 3.035, 4.813], [1.356, 3.523, 0.527], [-1.096, 4.862, -1.379], [-0.966, 3.324, -1.340], [2.250, -1.074, 2.820], [1.634, 2.831, -3.721], [2.251, 2.564, 1.305], [0.301, 1.088, 4.291], [3.431, -1.804, 2.946], [-3.360, -3.657, 1.943], [1.066, -3.151, -0.799], [1.531, -2.845, -2.236], [-1.075, -1.673, -3.166], [1.009, -1.729, 2.815], [3.389, -3.194, 3.077], [-2.253, -2.834, 1.722], [1.412, -0.935, -4.518], [-2.847, -2.370, -2.165], [1.654, -3.763, -4.231], [-1.206, -1.958, -5.344], [1.171, 0.467, 4.499], [-1.961, 5.178, -0.783], [2.596, -2.562, -2.192], [-2.930, 3.188, 3.756], [-2.084, 3.263, 0.541], [0.006, -3.633, 3.062], [2.649, 3.088, 2.185], [0.416, -4.493, -3.165], [0.456, -4.066, -0.757], [0.888, 2.618, 5.686], [-0.368, 4.822, 1.007], [2.720, 3.687, -2.045], [-0.212, 5.404, -1.015], [-0.346, 3.245, 1.855], [-4.333, -2.456, 4.986], [1.304, 4.631, -2.518], [-2.947, 2.648, -0.875], [-1.280, 5.193, -2.410], [3.095, 2.193, 0.715], [1.656, 1.709, 1.655], [0.495, -2.327, -0.341], [2.550, 0.812, -5.273], [0.770, 4.528, 2.325], [-3.211, 1.506, -3.703], [-0.749, -3.432, -4.451], [0.820, 0.947, -5.454], [-2.566, 1.120, 2.434], [-1.168, 2.929, -2.351], [4.318, -3.764, 3.138], [0.773, 3.198, -4.324], [1.939, -3.313, -0.153], [2.382, -1.451, -4.587], [-3.492, 1.305, -3.066], [-1.408, -3.300, -1.738], [-3.627, -4.404, 1.194], [-1.493, -0.663, -3.324], [-1.694, 1.642, -0.105], [2.533, 3.067, -4.341], [4.387, -1.279, 2.936], [1.959, 4.367, 0.151], [-2.376, -0.983, 4.593], [-1.663, -1.665, -1.046], [-1.657, -2.947, 0.815], [2.135, -4.797, -2.885], [2.112, -4.930, 3.254], [-2.412, -2.836, -4.391], [-4.976, -4.168, 3.284], [-1.203, 3.947, 5.392], [2.291, 0.012, 2.750], [0.778, -1.343, -5.317]]
}

=====

# 3
{
  "formula": "C3H12NO2Si",
  "method": "wB97M-V/def2-TZVPD",
  "total_charge": 1,
  "spin_multiplicity": 1,
  "homo_ha": -0.4390,
  "e_above_lowest_kj_mol": 239.64,
  "orbital_gap_ha": 0.32203,
  "elements": ["Si", "O", "O", "N", "C", "C", "C", "H", "H", "H", "H", "H", "H", "H", "H", "H", "H", "H", "H"],
  "xyz": [[-2.895, 0.394, 0.289], [-3.510, 1.222, -0.978], [-2.853, -1.166, 0.002], [1.084, 0.187, -0.234], [0.076, 0.671, 0.673], [2.439, 0.195, 0.370], [0.561, -1.116, -0.679], [-0.566, -0.976, -0.979], [0.580, -2.037, -0.067], [-3.287, -1.494, -0.732], [2.841, 1.238, 0.314], [2.265, -0.150, 1.323], [-0.140, 0.150, 1.635], [-3.596, 2.218, -1.125], [1.122, 0.658, -1.140], [-2.926, 0.687, 1.680], [0.612, 1.662, 0.935], [1.015, -1.454, -1.663], [3.183, -0.492, -0.224]]
}

=====

# 4
{
  "formula": "C27H33O2Si",
  "method": "wB97M-V/def2-TZVPD",
  "total_charge": 1,
  "spin_multiplicity": 1,
  "homo_ha": -0.4079,
  "e_above_lowest_kj_mol": 13.35,
  "orbital_gap_ha": 0.21369,
  "elements": ["Si", "O", "O", "C", "C", "C", "C", "C", "C", "C", "C", "C", "C", "C", "C", "C", "C", "C", "C", "C", "C", "C", "C", "C", "C", "C", "C", "C", "C", "C", "H", "H", "H", "H", "H", "H", "H", "H", "H", "H", "H", "H", "H", "H", "H", "H", "H", "H", "H", "H", "H", "H", "H", "H", "H", "H", "H", "H", "H", "H", "H", "H", "H"],
  "xyz": [[4.991, -0.865, 2.488], [-3.940, 1.120, 2.341], [0.937, 0.916, -6.651], [-5.295, 1.020, 1.995], [0.120, -0.166, -2.695], [-1.608, 1.270, -0.501], [2.204, -0.864, 1.611], [1.196, -0.748, -3.443], [-1.651, -0.987, 0.428], [-6.073, 0.105, 2.711], [-7.106, 1.460, 0.484], [-1.110, -0.062, -0.507], [0.311, 2.078, -7.244], [1.371, 0.141, 1.260], [4.802, 0.690, 3.525], [0.558, 0.507, -5.415], [-7.870, 0.491, 1.135], [1.382, -0.461, -4.772], [-2.570, 1.662, 0.417], [4.818, -2.362, 3.610], [-0.575, 1.017, -4.732], [-3.023, 0.736, 1.362], [-0.013, -0.473, -1.320], [-2.569, -0.590, 1.373], [3.636, -0.885, 1.141], [-7.355, -0.187, 2.244], [6.620, -0.884, 1.545], [-5.802, 1.734, 0.906], [-0.800, 0.659, -3.415], [1.687, -1.988, 2.469], [1.867, -1.443, -2.933], [4.791, -3.301, 3.039], [1.883, -1.826, 3.539], [7.469, -0.926, 2.241], [2.178, -0.923, -5.353], [-5.639, -0.393, 3.579], [0.426, 2.967, -6.613], [6.687, -1.757, 0.880], [3.811, 0.738, 3.998], [-1.198, 2.002, -1.198], [0.473, 0.321, 1.854], [6.736, 0.016, 0.926], [5.687, -2.403, 4.280], [-7.507, 2.017, -0.362], [4.932, 1.598, 2.919], [-1.256, 1.699, -5.243], [-8.878, 0.271, 0.786], [-1.701, 1.024, -2.931], [1.654, 0.880, 0.513], [3.917, -2.319, 4.236], [5.560, 0.703, 4.323], [-2.947, -1.280, 2.126], [0.670, -1.222, -0.920], [0.854, 2.207, -8.178], [-7.947, -0.940, 2.763], [-5.169, 2.466, 0.404], [3.830, -0.003, 0.507], [0.594, -2.064, 2.354], [-2.970, 2.676, 0.421], [-0.750, 1.900, -7.447], [-1.306, -2.021, 0.400], [3.854, -1.790, 0.552], [2.123, -2.958, 2.189]]
}

=====

# 5
{
  "formula": "C6H9N",
  "method": "wB97M-V/def2-TZVPD",
  "spin_multiplicity": 1,
  "homo_ha": -0.2649,
  "e_above_lowest_kj_mol": 588.81,
  "orbital_gap_ha": 0.29588,
  "elements": ["N", "C", "C", "C", "C", "C", "C", "H", "H", "H", "H", "H", "H", "H", "H", "H"],
  "xyz": [[-1.509, -0.619, -0.285], [2.004, -0.246, -0.670], [-0.846, 0.352, -0.280], [1.811, -0.209, 0.647], [-1.141, 1.702, -0.778], [-2.175, -1.677, -0.175], [1.606, -0.144, 1.946], [-0.035, 2.069, -0.988], [2.604, -1.058, -1.119], [1.796, 0.485, -1.467], [-2.152, -2.109, 0.854], [0.960, -0.657, 2.651], [-1.517, 1.643, -1.741], [2.373, 0.334, 2.610], [-1.606, 2.491, -0.194], [-2.173, -2.357, -1.010]]
}

=====

# 6
{
  "formula": "C42H51BCeN8O3S3",
  "method": "wB97M-V/def2-TZVPD",
  "total_charge": 2,
  "spin_multiplicity": 1,
  "homo_ha": [-0.4489, -0.4494],
  "e_above_lowest_kj_mol": 178.45,
  "orbital_gap_ha": [0.16235, 0.16363],
  "elements": ["Ce", "S", "S", "S", "O", "O", "O", "N", "N", "N", "N", "N", "N", "N", "N", "C", "C", "C", "C", "C", "C", "C", "C", "C", "C", "C", "C", "C", "C", "C", "C", "C", "C", "C", "C", "C", "C", "C", "C", "C", "C", "C", "C", "C", "C", "C", "C", "C", "C", "C", "C", "C", "C", "C", "C", "C", "C", "B", "H", "H", "H", "H", "H", "H", "H", "H", "H", "H", "H", "H", "H", "H", "H", "H", "H", "H", "H", "H", "H", "H", "H", "H", "H", "H", "H", "H", "H", "H", "H", "H", "H", "H", "H", "H", "H", "H", "H", "H", "H", "H", "H", "H", "H", "H", "H", "H", "H", "H", "H"],
  "xyz": [[0.907, 1.515, 1.289], [0.268, -1.133, 2.291], [2.759, 1.365, -0.766], [-0.713, 2.983, -0.743], [2.844, 1.262, 2.517], [-0.845, 2.173, 2.871], [5.387, 0.420, 2.735], [-0.089, -0.154, -3.045], [-0.019, 4.251, 2.835], [1.001, -2.215, -0.511], [-2.290, -0.477, -0.739], [-1.129, -0.689, -0.045], [1.273, -0.836, -0.644], [-0.304, 0.696, -2.049], [1.143, 3.688, 2.349], [-0.973, 3.436, 3.167], [-0.081, -0.692, -5.365], [-4.304, 4.777, 5.354], [-1.618, 1.181, -4.305], [3.256, -2.547, -0.033], [-2.146, 5.137, 4.433], [6.463, -0.343, 3.314], [-1.040, -1.231, 1.221], [3.750, 2.092, 2.913], [-4.355, 3.576, 4.647], [2.529, -0.322, -0.492], [-0.099, -2.116, -4.970], [-2.238, -1.894, 1.616], [5.012, -0.945, -0.586], [1.941, -3.057, -0.227], [1.577, -4.509, -0.053], [3.559, -1.295, -0.325], [1.069, -4.742, 1.387], [2.280, 4.211, 2.689], [6.112, 2.526, 3.406], [-2.379, -2.614, 2.971], [-3.327, -1.128, -0.369], [4.667, 4.433, 2.976], [1.386, -0.291, -5.619], [0.666, -4.880, -1.206], [-4.572, 0.022, -2.289], [-0.877, 1.940, -2.118], [-0.994, -0.505, -6.578], [5.945, 3.933, 3.255], [-2.172, 3.899, 3.786], [-5.566, -0.196, 0.045], [-2.615, 3.296, -3.275], [-1.732, 2.124, -3.267], [-4.674, -0.868, -1.004], [5.096, 1.664, 3.071], [2.847, -5.399, -0.201], [3.519, 3.512, 2.871], [-5.204, -2.238, -1.453], [-3.149, 5.562, 5.300], [-0.615, 0.198, -4.219], [-3.340, 3.137, 3.835], [-3.234, -2.099, 0.690], [0.000, -0.098, -0.821], [1.699, -1.012, -6.467], [4.067, -3.144, 0.433], [-0.849, 0.509, -6.961], [-2.156, 1.344, -5.216], [-0.280, -4.350, -1.229], [1.516, 0.760, -5.935], [0.316, -2.790, -5.749], [3.581, -5.101, 0.588], [7.425, 0.096, 3.048], [-2.847, 3.661, -4.288], [5.647, -1.839, -0.851], [-3.184, -3.372, 3.173], [7.172, 2.149, 3.592], [4.476, 5.474, 2.768], [-2.615, -1.773, 3.764], [5.148, -0.264, -1.432], [-4.106, -2.748, 0.923], [-1.363, 5.859, 4.231], [-6.076, -2.284, -2.098], [-3.610, 2.911, -2.944], [5.433, -0.426, 0.315], [-5.088, 0.778, 0.374], [1.821, -4.354, 2.050], [2.316, 5.300, 2.654], [-4.062, 0.971, -1.985], [-2.200, 4.010, -2.587], [-5.590, 0.216, -2.742], [-1.117, -2.494, -4.655], [-1.401, -2.984, 3.301], [0.825, -5.780, 1.543], [3.332, -5.326, -1.219], [-4.369, -2.628, -2.049], [1.213, -4.709, -2.132], [6.844, 4.548, 3.363], [-6.552, 0.054, -0.292], [-2.947, 6.468, 5.893], [-5.263, 2.946, 4.740], [-2.056, -0.697, -6.362], [0.638, -2.161, -4.126], [0.211, -4.101, 1.508], [-3.888, -0.508, -2.917], [6.336, -1.410, 2.832], [2.616, -6.480, -0.094], [-5.142, 5.036, 5.985], [-5.639, -0.914, 0.806], [6.411, -0.456, 4.453], [-3.450, 2.125, 3.403], [-5.477, -2.844, -0.609], [0.464, -5.984, -1.225], [1.956, -0.541, -4.738], [-0.701, -1.243, -7.354]]
}

=====

# 7
{
  "formula": "C3H7NO2",
  "method": "wB97M-V/def2-TZVPD",
  "spin_multiplicity": 1,
  "homo_ha": -0.3569,
  "e_above_lowest_kj_mol": 244.06,
  "orbital_gap_ha": 0.36644,
  "elements": ["O", "O", "N", "C", "C", "C", "H", "H", "H", "H", "H", "H", "H"],
  "xyz": [[-0.669, 0.384, -0.843], [-0.822, 0.981, 1.322], [-2.695, 0.736, 0.057], [1.803, -0.615, -0.644], [2.007, -0.930, 0.641], [-1.346, 0.698, 0.252], [0.816, -1.001, -1.064], [1.159, -1.268, 1.229], [2.949, -0.768, 1.146], [0.586, 0.318, -0.693], [2.554, -0.211, -1.303], [-3.276, 1.182, 0.745], [-3.066, 0.494, -0.845]]
}

=====

# 8
{
  "formula": "C3H12N2O",
  "method": "wB97M-V/def2-TZVPD",
  "spin_multiplicity": 1,
  "homo_ha": [-0.2743, -0.3201],
  "e_above_lowest_kj_mol": 524.75,
  "orbital_gap_ha": [0.27272, 0.34574],
  "elements": ["O", "N", "N", "C", "C", "C", "H", "H", "H", "H", "H", "H", "H", "H", "H", "H", "H", "H"],
  "xyz": [[1.304, 0.441, 1.048], [-1.264, -1.531, -1.259], [-0.260, -0.054, 0.101], [-0.436, 1.142, -0.723], [2.410, 0.168, 0.250], [-1.081, -0.186, 1.304], [-1.854, -0.937, -1.845], [0.079, -0.942, -0.386], [-2.134, -0.077, 1.048], [0.071, 0.992, -1.674], [-0.764, 0.572, 2.019], [2.480, 0.818, -0.639], [-1.921, -1.993, -0.626], [2.452, -0.883, -0.088], [0.010, 1.987, -0.200], [-0.914, -1.170, 1.736], [3.318, 0.339, 0.845], [-1.495, 1.315, -0.912]]
}

=====

In order of appearance, calculated total energy = -2693.0103; -2713.8871; -615.9253; -1488.3345; -288.5578; -3988.7794; -323.6880; -306.0441 Ha.
In order of appearance, maximum force = 2.373; 4.793; 4.912; 2.130; 4.891; 4.882; 4.566; 1.882 eV/Å.